Entry 1:
Density functional theory data (ωB97M-V with the def2-TZVPD basis set) for C10H8O2 in the gas phase in a non-equilibrium geometry.

Geometry (Å):
C -3.2096 0.0597 -0.5708
C -1.9973 -0.1161 0.2264
C -1.5503 -1.6008 0.4659
O -0.2778 -1.9463 -0.2233
C 0.6305 -0.9243 -0.0481
C 2.0022 -1.3264 0.0909
C 2.9651 -0.3296 -0.0329
C 2.6690 1.0727 -0.1840
C 1.2754 1.5212 -0.1969
C 0.3065 0.6041 -0.2509
C -1.1193 1.0643 0.1755
O -1.2709 2.2556 0.4322
H -3.5287 1.2313 -0.5941
H -3.9081 -0.8149 -0.9838
H -1.2682 -1.6198 1.4372
H -2.0901 -2.5051 0.0768
H 2.5601 -2.4200 0.1768
H 4.0015 -0.7603 0.1871
H 3.6800 1.6954 0.2277
H 1.1110 2.5710 -0.2496

## Properties
- ΔE to the lowest compared entry with this formula, charge and spin: 128.0 kcal/mol
- Highest occupied orbital energy: -0.313 hartree
- Total charge: 0
- SMILES: C=C1COc2ccccc2C1=O



Entry 2:
Density functional theory data (ωB97M-V with the def2-TZVPD basis set) for CH5OPS in the gas phase in a non-equilibrium geometry.

Geometry (Å):
C -0.5781 0.4971 -1.5320
S -1.0446 0.0608 0.2338
P 0.6284 0.3312 1.4383
O 1.0817 -1.2395 1.7666
H -1.3973 1.2605 -1.7628
H -0.5387 -0.3095 -2.1114
H 0.5113 0.7752 -1.6058
H -0.2506 0.2739 2.6146
H 1.5880 -1.6496 0.9585

## Properties
- ΔE to the lowest compared entry with this formula, charge and spin: 23.5 kcal/mol
- Highest occupied orbital energy: -0.335 hartree
- Total charge: 0
- SMILES: CSPO



Entry 3:
Density functional theory data (ωB97M-V with the def2-TZVPD basis set) for a gas-phase ion, C5H12NO (charge +1) in a non-equilibrium geometry.

Geometry (Å):
C -0.8010 -1.9707 0.0974
N -0.5889 -0.6177 0.6838
C -0.3604 0.5934 -0.2597
C -0.2808 1.7662 0.7890
C 1.2690 0.5023 -1.0781
C 2.2422 -0.1551 -0.1283
O 1.9527 -0.8704 0.7907
H -1.7656 -2.0869 -0.3077
H 0.0007 -2.2089 -0.5503
H -0.7449 -2.8033 0.8643
H -1.5512 -0.4266 1.1299
H 0.2142 -0.6759 1.3263
H -1.0771 0.6844 -1.1091
H 0.5958 1.5965 1.4061
H -1.2517 1.8824 1.3294
H -0.0462 2.6330 0.3330
H 1.1013 0.1524 -2.0246
H 1.6052 1.5076 -1.2827
H 3.3487 0.0823 -0.3098

## Properties
- ΔE to the lowest compared entry with this formula, charge and spin: 40.5 kcal/mol
- Highest occupied orbital energy: -0.534 hartree
- Total charge: +1
- SMILES: C[NH2+][C@@H](C)CC=O



Entry 4:
Density functional theory data (ωB97M-V with the def2-TZVPD basis set) for 9 unconnected molecules or ions with the total composition H18O9 in a non-equilibrium geometry.

Geometry (Å):
O -2.0028 -8.2885 4.9832
H -2.7695 -8.5386 4.4645
H -2.0657 -8.7292 5.8309
O -0.3148 -6.2027 9.8109
H 0.2155 -7.0211 9.9462
H -0.4057 -5.8506 10.6785
O -1.0754 -9.1230 10.3245
H -0.9692 -9.5593 11.1376
H -0.1528 -9.1182 10.0757
O -1.4227 -8.9468 7.6668
H -1.7246 -8.8670 8.5708
H -0.7216 -8.2896 7.5658
O -1.8134 -11.9760 9.6204
H -2.6339 -12.0508 10.1045
H -1.6946 -11.0162 9.8871
O 0.6195 -7.4008 7.2289
H 1.2912 -8.0966 7.2442
H 0.8406 -6.6322 7.7168
O 0.7997 -8.4043 4.1529
H 0.2046 -8.5855 4.8456
H 0.4729 -7.8630 3.4443
O -2.9633 -6.7469 9.8591
H -2.0701 -6.5877 9.9356
H -3.3080 -7.1631 10.5982
O -3.8726 -9.5174 9.2396
H -3.1873 -8.9900 9.6046
H -4.4586 -9.5001 9.9943

## Properties
- ΔE to the lowest compared entry with this formula, charge and spin: 80.4 kcal/mol
- Highest occupied orbital energy: -0.381 hartree
- Total charge: 0
- SMILES: O.O.O.O.O.O.O.O.O



Entry 5:
Density functional theory data (ωB97M-V with the def2-TZVPD basis set) for a molecular structure, C16H18IMoN2O2.

Geometry (Å):
Mo 0.0863 -0.5606 -0.0873
O 1.7908 -0.4534 3.5511
C 1.5299 -0.2578 2.4041
O 0.3027 -0.3394 1.8630
C 2.5859 0.1019 1.3882
C 3.8862 0.3521 1.7599
C 4.8010 0.6757 0.7706
C 4.3810 0.7303 -0.5489
C 3.0611 0.4497 -0.8448
N 2.1711 0.1436 0.1078
H 4.1439 0.2913 2.8081
H 5.8320 0.8826 1.0248
H 5.0610 0.9853 -1.3493
H 2.7024 0.4638 -1.8627
C -1.8879 -3.0806 -0.4985
N -1.8470 -1.7215 0.0895
C -2.1849 -1.8504 1.5405
C -2.8769 -0.8589 -0.5677
C -2.6624 0.5645 -0.1436
C -3.6975 1.4757 0.0161
C -3.4149 2.7826 0.3902
C -2.1029 3.1728 0.6295
C -1.0644 2.2604 0.4881
C -1.3466 0.9581 0.0964
H -2.8485 -3.5452 -0.2665
H -1.0900 -3.6865 -0.0724
H -1.7637 -3.0222 -1.5746
H -3.1494 -2.3547 1.6273
H -2.2273 -0.8683 1.9983
H -1.4208 -2.4387 2.0410
H -3.8747 -1.2316 -0.3193
H -2.7402 -0.9771 -1.6461
H -4.7239 1.1664 -0.1475
H -4.2205 3.4954 0.5067
H -1.8872 4.1888 0.9344
H -0.0467 2.5724 0.6923
I 0.6649 -1.6323 -2.6804
C -0.0066 0.3313 -1.9992
H -0.9746 0.5062 -2.4572
H 0.7218 1.0607 -2.3420

## Properties
- Highest occupied orbital energy (alpha / beta): -0.429 / -0.439 hartree
- Total charge: +1
- 2S+1: 3



Entry 6:
Density functional theory data (ωB97M-V with the def2-TZVPD basis set) for C3H2Cl2O in the gas phase in a non-equilibrium geometry.

Geometry (Å):
O 0.2223 -0.5200 2.1479
C 0.1143 -0.2279 0.9924
C 0.8204 0.0669 -0.2634
C -0.7093 0.0631 -0.2655
Cl -1.5333 1.6083 -0.4100
Cl -1.5559 -1.2558 -1.0512
H 1.3202 -0.7522 -0.7631
H 1.3212 1.0175 -0.3871

## Properties
- ΔE to the lowest compared entry with this formula, charge and spin: 36.7 kcal/mol
- Highest occupied orbital energy: -0.358 hartree
- Total charge: 0
- SMILES: O=C1CC1(Cl)Cl



Number 1: E -14589.488 eV. Number 2: E -23289.217 eV. Number 3: E -8908.873 eV. Number 4: E -18718.649 eV. Number 5: E -33909.766 eV. Number 6: E -30233.705 eV.